{
  "formula": "C3H4MgO3Tl",
  "method": "ωB97M-V/def2-TZVPD",
  "elements": ["O", "C", "C", "O", "C", "O", "Tl", "Mg", "H", "H", "H", "H"],
  "positions_angstrom": [[-1.1773, -1.0023, -0.4068], [-0.9596, 0.3983, -0.4836], [-0.0472, 0.8843, 0.6051], [2.5869, 0.9841, 0.4071], [2.8348, -0.1516, 0.1774], [2.2756, -1.1916, 0.0212], [-3.4308, -1.7666, -0.7514], [0.3919, -1.9834, -0.0242], [-1.9246, 0.9300, -0.3743], [-0.5486, 0.6718, -1.4690], [-0.0056, 0.2679, 1.5129], [0.0046, 1.9592, 0.7856]],
  "nbo_charge": [-1.1775, -0.1832, -0.3056, -0.3376, 1.0841, -0.7737, 0.9822, 1.8637, 0.2171, 0.2174, 0.1709, 0.2422],
  "multiplicity": 2,
  "orbital_gap_ha": [0.2384, 0.3157],
  "de_lowest_kcal_mol": 55.0,
  "total_charge": 2
}



{
  "formula": "C63H104N5O28PbSr",
  "method": "ωB97M-V/def2-TZVPD",
  "elements": ["Sr", "Pb", "O", "H", "H", "H", "C", "C", "C", "O", "C", "C", "C", "O", "O", "O", "H", "H", "C", "C", "C", "O", "C", "C", "C", "O", "O", "O", "H", "H", "C", "O", "C", "C", "N", "C", "C", "O", "C", "H", "H", "H", "H", "H", "H", "H", "H", "H", "H", "H", "H", "H", "H", "H", "C", "O", "C", "C", "N", "C", "C", "O", "C", "H", "H", "H", "H", "H", "H", "H", "H", "H", "H", "H", "H", "H", "H", "H", "C", "O", "C", "C", "N", "C", "C", "O", "C", "H", "H", "H", "H", "H", "H", "H", "H", "H", "H", "H", "H", "H", "H", "H", "C", "O", "C", "C", "N", "C", "C", "O", "C", "H", "H", "H", "H", "H", "H", "H", "H", "H", "H", "H", "H", "H", "H", "H", "C", "O", "C", "C", "N", "C", "C", "O", "C", "H", "H", "H", "H", "H", "H", "H", "H", "H", "H", "H", "H", "H", "H", "H", "C", "C", "C", "C", "C", "C", "O", "O", "H", "H", "H", "H", "H", "H", "C", "C", "C", "C", "C", "C", "O", "O", "H", "H", "H", "H", "H", "H", "C", "C", "C", "C", "C", "C", "O", "O", "H", "H", "H", "H", "H", "H", "C", "C", "O", "C", "O", "O", "H", "H", "H", "H"],
  "positions_angstrom": [[-3.1842, 4.9595, 3.0540], [-0.1462, -6.3942, -2.2875], [2.7090, 4.0002, 4.5918], [3.6324, 3.8620, 4.3684], [2.1850, 4.6601, 4.1319], [2.1740, 3.2042, 4.6346], [-1.9645, 10.7824, 6.0019], [-0.7791, 11.5055, 6.0740], [0.5831, 11.0766, 5.5117], [1.6910, 11.7485, 5.6954], [0.7157, 9.8596, 4.8768], [-0.4771, 9.0931, 4.6111], [-1.9178, 9.5103, 5.1894], [-2.8156, 8.6717, 4.9810], [-0.3238, 7.9794, 4.1047], [-0.9467, 12.6018, 6.7027], [-2.9435, 11.1550, 6.2645], [1.6717, 9.5492, 4.4814], [-0.2130, -0.1570, 0.0040], [-1.1137, 0.9483, 0.1173], [-2.5269, 0.8493, -0.4556], [-3.3971, 1.7523, -0.2418], [-3.0139, -0.3442, -0.8233], [-2.1676, -1.5921, -0.8266], [-0.5756, -1.4423, -0.4621], [0.2105, -2.3568, -0.8444], [-2.6553, -2.7757, -0.8607], [-0.6135, 2.0420, 0.6552], [0.7652, -0.1193, 0.4603], [-4.0773, -0.3271, -1.0116], [3.9937, -6.7989, -2.8735], [3.0004, -6.1110, -3.6770], [3.4108, -5.3376, -4.8477], [2.3469, -5.4494, -5.9592], [1.1429, -4.7725, -5.4677], [0.2105, -5.0522, -6.5725], [-1.2584, -5.2602, -6.1177], [-1.2113, -6.3297, -5.1127], [-1.5119, -7.6306, -5.5748], [3.5744, -7.2725, -1.9858], [4.8400, -6.2276, -2.4921], [4.4112, -7.6064, -3.4749], [4.3581, -5.6048, -5.3160], [3.5605, -4.2644, -4.7298], [2.2074, -6.5014, -6.2078], [2.7189, -4.8618, -6.7984], [1.1601, -3.7663, -5.3818], [0.5102, -5.8223, -7.2832], [0.2039, -4.1888, -7.2378], [-1.8742, -5.6722, -6.9172], [-1.6614, -4.3096, -5.7686], [-2.4305, -7.8439, -6.1215], [-1.4372, -8.2751, -4.6990], [-0.7843, -7.8830, -6.3462], [7.8085, 8.0273, -1.0655], [7.2832, 6.7162, -0.7334], [5.9374, 6.8117, -0.3237], [5.4853, 5.6832, 0.5874], [5.9743, 5.9246, 1.9521], [7.3855, 5.6954, 2.0786], [7.6800, 4.2351, 2.5813], [6.7721, 3.8975, 3.6152], [7.0940, 2.7079, 4.3245], [7.5705, 8.8235, -0.3602], [7.3509, 8.3432, -2.0031], [8.8706, 7.8194, -1.1950], [5.3098, 6.8486, -1.2142], [5.7385, 7.6955, 0.2825], [6.0172, 4.7633, 0.3446], [4.4419, 5.4323, 0.7781], [5.8078, 6.8662, 2.2775], [7.7574, 6.3392, 2.8757], [8.1603, 5.9893, 1.3706], [8.7315, 4.1806, 2.8634], [7.5608, 3.4916, 1.7932], [7.6398, 1.9848, 3.7184], [6.1928, 2.3142, 4.7946], [7.7302, 2.9699, 5.1699], [0.0613, -7.2836, 2.2190], [0.1260, -8.1550, 1.0979], [-0.3755, -9.4875, 1.3187], [-1.9157, -9.4916, 1.3703], [-2.4443, -9.0501, 0.0743], [-3.8957, -8.9689, 0.0185], [-4.7874, -10.2098, 0.2494], [-4.3642, -11.1322, 1.2162], [-4.9521, -10.8538, 2.5238], [0.4900, -7.8800, 3.0244], [-0.9342, -7.2764, 2.6628], [0.5381, -6.3078, 2.1262], [-0.0743, -10.0801, 2.1825], [-0.0592, -10.0863, 0.4645], [-2.3771, -8.8070, 2.0820], [-2.0945, -10.5474, 1.5735], [-2.2839, -9.8595, -0.5081], [-4.0444, -8.3534, -0.8688], [-4.1586, -8.2295, 0.7750], [-4.8253, -10.9356, -0.5630], [-5.8198, -9.8626, 0.2900], [-4.7442, -11.6551, 3.2329], [-6.0335, -10.7363, 2.4550], [-4.5342, -9.9238, 2.9094], [-2.4630, 6.8241, -0.4436], [-3.5423, 7.0491, 0.4407], [-4.7561, 7.3787, -0.2285], [-6.0351, 7.5607, 0.6710], [-6.3247, 6.2380, 1.1932], [-7.2601, 6.3040, 2.3500], [-7.4072, 4.9307, 3.1647], [-6.1976, 4.0965, 2.9540], [-6.3530, 2.7046, 3.2615], [-2.6263, 6.1483, -1.2830], [-1.6338, 6.4988, 0.1846], [-2.2899, 7.8021, -0.8927], [-5.0934, 6.5837, -0.8935], [-4.7271, 8.1217, -1.0254], [-6.8947, 7.8204, 0.0530], [-5.9613, 8.2923, 1.4755], [-6.4900, 5.5070, 0.5161], [-8.2748, 6.4921, 1.9991], [-7.0316, 7.0746, 3.0862], [-8.3238, 4.4575, 2.8124], [-7.4711, 5.2527, 4.2041], [-7.2930, 2.3955, 2.8043], [-6.4976, 2.7167, 4.3418], [-5.4504, 2.1842, 2.9411], [7.3433, -1.7272, 1.2160], [8.5100, -1.7393, 2.0394], [9.6795, -1.4796, 1.3376], [10.9798, -1.8250, 2.0937], [11.0519, -0.9363, 3.2481], [12.0782, -1.5997, 4.1179], [11.3994, -2.5175, 5.1436], [10.2943, -1.8646, 5.6055], [10.0756, -1.6933, 6.9887], [6.5343, -1.0357, 1.4513], [6.8817, -2.7043, 1.3586], [7.4660, -1.3890, 0.1871], [9.7338, -0.4082, 1.1445], [9.8675, -2.0788, 0.4467], [11.8256, -1.6758, 1.4225], [10.9982, -2.9083, 2.2128], [10.1241, -1.0437, 3.6324], [12.6904, -0.8383, 4.6013], [12.8822, -2.1887, 3.6765], [12.0841, -2.6597, 5.9797], [11.2910, -3.4808, 4.6452], [10.7846, -1.0063, 7.4508], [9.9993, -2.5609, 7.6441], [9.0890, -1.2600, 7.1531], [-11.5557, 3.8617, -2.0427], [-12.2116, 4.2499, -3.1852], [-11.4951, 4.3683, -4.4265], [-10.1276, 4.0712, -4.5048], [-9.4322, 3.6316, -3.3643], [-10.1776, 3.5821, -2.1463], [-9.6996, 2.9407, -0.9832], [-12.0275, 4.8399, -5.5571], [-12.0507, 3.5819, -1.1245], [-13.2659, 4.4668, -3.0964], [-9.5267, 4.1132, -5.4012], [-8.4370, 3.2161, -3.3072], [-8.7729, 2.6905, -0.9715], [-11.9824, 4.0759, -6.1366], [-9.2710, -5.5935, 4.0249], [-8.8075, -4.9335, 2.8779], [-7.4912, -4.9469, 2.5947], [-6.5590, -5.5041, 3.5233], [-6.9812, -6.1392, 4.6217], [-8.3347, -6.1632, 4.9350], [-8.8857, -6.6709, 6.1040], [-7.0963, -4.2674, 1.4937], [-10.3263, -5.6214, 4.2531], [-9.3771, -4.4014, 2.1304], [-5.5341, -5.4994, 3.1830], [-6.2759, -6.3802, 5.4033], [-9.7041, -7.1275, 5.8961], [-6.1393, -4.2938, 1.4227], [6.6418, 2.0014, -4.5923], [5.3172, 1.6744, -4.2527], [4.6687, 0.9362, -5.2361], [5.3211, 0.4227, -6.4083], [6.6171, 0.7969, -6.6799], [7.2939, 1.5683, -5.7460], [8.5728, 1.8396, -5.9357], [3.3389, 0.6675, -4.8985], [7.2259, 2.5773, -3.8897], [4.9922, 2.0756, -3.3041], [4.8052, -0.2783, -7.0477], [7.1403, 0.4731, -7.5675], [9.0922, 2.2796, -5.2588], [3.3923, 0.6737, -3.9400], [-4.9844, 0.2330, -6.3583], [-3.5448, 0.7480, -6.2767], [-3.2894, 1.5419, -7.3607], [-4.3722, 1.5455, -8.1583], [-4.4748, 2.1948, -9.1795], [-5.3725, 0.7349, -7.6362], [-5.5855, 0.6670, -5.5593], [-5.0820, -0.8325, -6.1500], [-2.6962, 0.1495, -5.9454], [-3.5009, 1.5034, -5.4921]],
  "mulliken_charge": [1.6724, 0.9839, -0.3267, 0.4268, 0.4316, 0.4455, -0.6961, 0.4579, 0.3695, -0.6706, -0.4893, 0.4015, 0.5260, -0.6434, -0.7076, -0.6270, 0.3918, 0.4141, -0.6790, 0.4341, 0.5000, -0.7327, -0.7548, 0.3900, 0.5022, -0.6730, -0.6706, -0.8128, 0.3212, 0.4813, -0.7433, -0.1899, -0.8106, -0.5618, -0.1338, -0.7994, -0.6905, -0.1567, -0.7531, 0.1857, 0.3075, 0.3298, 0.4441, 0.3416, 0.3566, 0.3944, 0.2648, 0.4177, 0.4141, 0.3584, 0.3296, 0.3112, 0.1903, 0.3265, -0.7576, -0.2621, -0.5974, -0.6912, -0.2864, -0.6270, -0.6138, -0.2539, -0.6841, 0.3290, 0.3259, 0.2391, 0.4451, 0.2975, 0.3098, 0.3816, 0.2607, 0.4409, 0.2889, 0.4041, 0.3186, 0.2970, 0.1434, 0.3079, -0.8085, -0.2126, -0.7214, -0.3421, -0.1912, -0.8160, -0.5621, -0.3496, -0.6475, 0.3610, 0.2585, 0.2939, 0.4047, 0.3109, 0.1951, 0.2561, 0.2508, 0.4460, 0.3500, 0.3060, 0.4441, 0.2575, 0.3381, 0.2138, -0.8382, -0.1658, -0.8006, -0.6487, -0.1341, -0.7883, -0.5891, -0.1448, -0.6872, 0.3329, 0.2860, 0.3252, 0.3816, 0.4943, 0.3231, 0.4242, 0.1890, 0.2930, 0.3615, 0.4272, 0.3067, 0.2179, 0.3386, 0.2439, -0.8521, -0.2769, -0.5100, -0.5907, -0.4171, -0.7854, -0.4493, -0.3199, -0.8247, 0.2525, 0.2503, 0.3904, 0.2836, 0.4293, 0.4013, 0.3118, 0.3643, 0.3846, 0.3600, 0.4159, 0.2625, 0.3453, 0.3289, 0.2485, -0.6400, -0.2800, -0.0727, -0.2027, -0.6738, 0.7835, -0.5084, -0.5168, 0.3704, 0.4062, 0.3993, 0.3165, 0.2750, 0.3455, -0.3676, -0.5772, 0.5927, -0.4393, -0.5893, 0.4476, -0.5481, -0.5073, 0.3169, 0.3886, 0.2830, 0.4153, 0.3170, 0.2673, -0.3219, -0.7360, 0.5891, -0.6960, -0.4252, 0.5848, -0.5346, -0.4980, 0.2527, 0.3919, 0.3952, 0.4072, 0.3054, 0.2848, -0.0963, -0.3685, -0.3271, 0.6552, -0.5296, -0.3311, 0.1605, 0.2691, 0.3473, 0.2171],
  "orbital_gap_ha": 0.0306,
  "total_charge": 1
}



{
  "formula": "C34H41N6O5RuS",
  "method": "ωB97M-V/def2-TZVPD",
  "elements": ["Ru", "C", "C", "O", "C", "C", "C", "N", "N", "C", "O", "C", "C", "C", "C", "C", "C", "H", "H", "H", "H", "H", "H", "H", "H", "H", "H", "H", "H", "C", "O", "C", "C", "C", "C", "C", "C", "O", "C", "O", "C", "H", "H", "H", "H", "H", "H", "H", "H", "H", "C", "N", "C", "C", "C", "C", "C", "C", "C", "C", "H", "H", "H", "H", "H", "H", "H", "H", "H", "H", "H", "H", "H", "C", "C", "C", "N", "N", "C", "N", "S", "H", "H", "H", "H", "H", "H", "H"],
  "positions_angstrom": [[1.1957, -0.8589, 0.5596], [4.4676, 0.3933, 3.5676], [3.1171, 0.4361, 2.8733], [2.9228, -0.4320, 1.9692], [2.2135, 1.4119, 3.2675], [0.8577, 1.5111, 2.8618], [0.0139, 2.5574, 3.5454], [0.2929, 0.7267, 1.9731], [-1.0776, 0.9351, 1.8418], [-1.6422, 0.0482, 1.0916], [-1.0599, -0.9363, 0.4881], [-3.1247, 0.1992, 0.9051], [-3.7857, -0.6362, 0.0066], [-5.1530, -0.5016, -0.2106], [-5.8752, 0.4626, 0.4806], [-5.2240, 1.2849, 1.3947], [-3.8585, 1.1551, 1.6060], [5.1244, -0.2972, 3.0409], [4.3442, 0.0470, 4.5967], [4.9254, 1.3844, 3.6000], [2.5381, 2.0902, 4.0462], [0.6432, 3.2355, 4.1210], [-0.7039, 2.0795, 4.2144], [-0.5679, 3.1108, 2.8092], [-3.2098, -1.3991, -0.5035], [-5.6556, -1.1552, -0.9161], [-6.9409, 0.5690, 0.3140], [-5.7903, 2.0251, 1.9494], [-3.3387, 1.7896, 2.3138], [-1.8968, -5.2771, -3.9469], [-2.4246, -5.5696, -2.6660], [-1.8267, -4.9803, -1.6111], [-2.3603, -5.3169, -0.3530], [-1.7920, -4.7747, 0.7616], [-0.6977, -3.8856, 0.7057], [-0.1479, -3.3370, 1.9190], [-0.7721, -3.6871, 3.2485], [0.8345, -2.5814, 1.9507], [-0.1753, -3.5218, -0.5697], [0.8187, -2.7073, -0.7359], [-0.7678, -4.1091, -1.7199], [-2.4763, -5.8589, -4.6567], [-0.8454, -5.5613, -4.0203], [-1.9976, -4.2153, -4.1849], [-3.2001, -5.9980, -0.3012], [-2.2012, -5.0474, 1.7267], [-0.7356, -4.7614, 3.4387], [-1.8166, -3.3675, 3.2615], [-0.2277, -3.1616, 4.0282], [-0.3244, -3.8686, -2.6770], [2.4416, 4.3887, 0.0838], [2.9759, 3.3122, -0.7926], [2.2921, 3.3056, -2.1219], [2.8884, 1.9841, -0.0796], [3.5367, 0.8525, -0.8351], [4.7613, 1.0150, -1.4839], [5.3657, -0.0574, -2.1271], [4.7430, -1.2973, -2.0990], [3.5316, -1.4537, -1.4309], [2.8979, -0.3830, -0.7901], [2.5211, 5.3479, -0.4225], [2.9994, 4.4057, 1.0170], [1.3982, 4.1578, 0.2923], [3.9634, 3.4743, -0.9602], [1.2302, 3.1788, -1.9434], [2.6644, 2.4692, -2.7048], [2.4942, 4.2474, -2.6280], [1.8321, 1.7768, 0.0756], [3.3516, 2.1352, 0.8958], [5.2819, 1.9741, -1.4952], [6.3142, 0.0758, -2.6336], [5.2115, -2.1459, -2.5863], [3.0626, -2.4320, -1.4127], [-3.8073, 3.5113, -1.2113], [-2.2939, 3.7379, -1.2044], [-1.5144, 2.4922, -1.4870], [-0.4155, 2.1728, -0.9056], [0.1103, 0.9606, -1.3015], [-0.6111, 0.3806, -2.2244], [-0.3423, -0.8095, -2.8159], [-2.0088, 1.3219, -2.6774], [-4.3323, 4.4311, -0.9506], [-4.0842, 2.7360, -0.4925], [-4.1539, 3.1988, -2.2003], [-1.9665, 4.1024, -0.2309], [-2.0273, 4.4966, -1.9469], [0.1829, -1.4844, -2.2647], [-1.1104, -1.2285, -3.3096]],
  "nbo_charge": [1.6700, -0.6826, 0.4940, -0.7083, -0.5211, 0.3087, -0.6644, -0.4298, -0.4492, 0.5488, -0.7865, -0.1203, -0.1904, -0.2211, -0.2201, -0.2495, -0.1373, 0.2299, 0.2270, 0.2097, 0.2042, 0.2009, 0.2384, 0.2323, 0.2358, 0.2102, 0.2094, 0.2094, 0.2261, -0.2517, -0.4869, 0.3625, -0.3360, -0.1010, -0.3489, 0.6272, -0.7092, -0.6455, 0.5592, -0.8154, -0.4456, 0.1981, 0.1819, 0.1704, 0.2221, 0.2091, 0.2273, 0.2347, 0.2386, 0.2120, -0.4150, -0.3346, -0.4294, -0.2820, -0.0200, -0.2667, -0.2321, -0.2118, -0.2282, -0.3434, 0.2137, 0.2298, 0.2500, 0.4182, 0.2531, 0.2505, 0.2070, 0.2651, 0.2364, 0.1706, 0.2081, 0.2085, 0.2305, -0.6129, -0.4363, 0.0644, -0.3008, -0.3977, 0.2776, -0.8044, 0.3234, 0.2153, 0.2369, 0.2034, 0.2330, 0.2120, 0.4418, 0.3893],
  "multiplicity": 6,
  "orbital_gap_ha": [0.2338, 0.2402],
  "de_lowest_kcal_mol": 0.0
}



{
  "formula": "C2H5O",
  "method": "ωB97M-V/def2-TZVPD",
  "elements": ["C", "C", "O", "H", "H", "H", "H", "H"],
  "positions_angstrom": [[0.5991, -0.0010, 0.5024], [-0.5999, 0.0125, -0.5305], [-1.7964, 0.2319, 0.0287], [0.1586, 0.0276, 1.5045], [1.2865, 0.8526, 0.4175], [1.2078, -0.9116, 0.4155], [-0.3515, 0.7810, -1.3045], [-0.5042, -0.9930, -1.0335]],
  "nbo_charge": [-0.6681, -0.0049, -0.9553, 0.2022, 0.1623, 0.1603, 0.0579, 0.0455],
  "orbital_gap_ha": 0.2581,
  "de_lowest_kcal_mol": 3.4,
  "total_charge": -1,
  "smiles": "CC[O-]"
}